Entry from OMol25: a molecular structure, C12H24F6O3PRb (ωB97M-V/def2-TZVPD).

The geometry in XYZ format:
```
47
Properties=species:S:1:pos:R:3
Rb 0.657 0.859 -1.088
P 0.572 4.107 -2.526
F 1.681 3.875 -1.323
F 1.719 4.728 -3.497
F 0.829 2.655 -3.217
F -0.436 4.459 -3.758
F -0.650 3.462 -1.632
F 0.460 5.620 -1.936
C -0.330 1.532 3.538
C 0.966 2.163 3.917
C 1.688 2.324 2.542
O 0.680 2.012 1.580
C -0.629 2.041 2.139
H -1.160 1.823 4.182
H -0.239 0.446 3.576
H 1.529 1.550 4.621
H 0.893 3.177 4.309
H 2.546 1.667 2.397
H 1.886 3.372 2.318
H -1.347 1.443 1.579
H -0.984 3.069 2.064
C 2.442 -3.021 1.846
C 1.345 -3.561 0.951
C 1.408 -2.607 -0.244
O 1.534 -1.321 0.511
C 1.998 -1.560 1.859
H 3.438 -3.199 1.439
H 2.431 -3.441 2.851
H 0.369 -3.570 1.436
H 1.560 -4.593 0.673
H 0.528 -2.689 -0.883
H 2.358 -2.731 -0.764
H 1.203 -1.491 2.601
H 2.823 -0.897 2.119
C -3.152 -1.365 -3.443
C -3.137 -2.594 -2.555
C -2.448 -2.043 -1.336
O -1.450 -1.101 -1.895
C -1.749 -0.758 -3.240
H -3.935 -0.670 -3.137
H -3.368 -1.604 -4.484
H -2.574 -3.382 -3.055
H -4.156 -2.906 -2.324
H -1.919 -2.864 -0.851
H -3.079 -1.543 -0.601
H -1.124 -1.204 -4.014
H -1.680 0.329 -3.245
```

Its spin multiplicity is 2. The calculated total energy comes out at -1661.80654 Eh. The HOMO energy (spin up / spin down) comes out at -12.402 / -12.401 eV. Its molecular weight is 446.75 g mol⁻¹. Its total charge is +1.



Entry from OMol25: a molecular structure, C12H24IO6Tb (ωB97M-V/def2-TZVPD).

The geometry in XYZ format:
```
44
Properties=species:S:1:pos:R:3
Tb -0.153 -0.025 -0.817
C 2.890 -0.659 0.483
C 2.830 -1.686 -0.640
O 1.463 -1.833 -1.057
C 0.800 -3.089 -0.866
C 0.163 -3.144 0.516
O -0.488 -1.873 0.749
C -1.785 -1.889 1.379
C -2.858 -1.675 0.320
O -2.511 -0.543 -0.502
C -3.262 0.669 -0.329
C -2.720 1.510 0.824
O -1.278 1.434 0.800
C -0.551 2.631 1.144
C -0.071 3.306 -0.133
O 0.497 2.310 -1.007
C 1.902 2.388 -1.305
C 2.736 1.695 -0.233
O 2.063 0.469 0.126
H 3.919 -0.349 0.662
H 2.482 -1.066 1.408
H 3.246 -2.636 -0.304
H 3.386 -1.342 -1.512
H 1.484 -3.924 -1.017
H 0.031 -3.122 -1.642
H 0.910 -3.290 1.298
H -0.553 -3.965 0.557
H -1.785 -1.074 2.103
H -1.953 -2.825 1.910
H -3.833 -1.537 0.786
H -2.907 -2.534 -0.351
H -4.317 0.451 -0.166
H -3.161 1.205 -1.275
H -3.067 1.147 1.793
H -3.055 2.540 0.697
H 0.291 2.316 1.761
H -1.168 3.314 1.726
H 0.656 4.085 0.096
H -0.908 3.752 -0.672
H 2.217 3.424 -1.427
H 2.015 1.873 -2.260
H 2.849 2.306 0.665
H 3.723 1.486 -0.647
I -0.170 -0.232 -3.643
```

Its spin multiplicity is 7. The calculated total energy comes out at -2044.77407 Eh. The HOMO energy (spin up / spin down) comes out at -14.672 / -14.695 eV. Its molecular weight is 550.15 g mol⁻¹. Its total charge is +2. For the energy relative to the best compared isomer or geometry (same formula, charge and spin), the calculation gives 1.69 kcal/mol.



Entry from OMol25: a molecular structure, C12H24LiN4OTa (ωB97M-V/def2-TZVPD).

The geometry in XYZ format:
```
43
Properties=species:S:1:pos:R:3
N -1.858 -0.247 1.240
C -3.015 -0.634 1.511
O -4.160 -0.781 1.927
Li -1.003 1.536 3.651
Ta 0.053 -0.046 1.199
N 0.144 1.726 0.435
N 0.892 -1.564 0.222
C -0.432 2.604 -0.672
C 0.231 -2.543 -0.624
C -0.123 4.065 -0.425
C 0.175 2.193 -2.003
C -1.927 2.322 -0.659
C -0.385 -3.605 0.276
C 1.249 -3.190 -1.555
C -0.852 -1.843 -1.424
H -0.417 4.370 0.571
H -0.664 4.688 -1.137
H 0.929 4.297 -0.538
H 1.247 2.370 -2.046
H -0.244 2.755 -2.846
H 0.023 1.131 -2.213
H -2.115 1.245 -0.817
H -2.437 2.910 -1.442
H -2.327 2.578 0.331
H 0.372 -4.130 0.872
H -0.892 -4.325 -0.373
H -1.111 -3.169 0.970
H 1.959 -3.811 -0.999
H 1.782 -2.437 -2.141
H 0.664 -3.821 -2.226
H -1.342 -2.647 -1.985
H -0.430 -1.081 -2.090
H -1.589 -1.362 -0.773
C 1.541 2.007 0.853
H 2.036 1.266 1.529
H 2.232 2.119 0.026
H 1.507 2.917 1.445
C 2.162 -2.002 0.882
H 2.255 -1.340 1.788
H 2.133 -3.078 1.213
H 3.033 -1.885 0.196
N 0.264 0.315 4.516
C 0.440 0.129 3.334
```

The calculated total energy comes out at -829.89191 Eh. The HOMO energy comes out at -16.115 eV. Its molecular weight is 428.24 g mol⁻¹. Its total charge is +2.



Entry from OMol25: 2 unconnected molecules or ions with the total composition C12H24N2O7 (ωB97M-V/def2-TZVPD).

The geometry in XYZ format:
```
45
Properties=species:S:1:pos:R:3
O 1.728 -5.061 1.243
O -1.918 -2.509 1.763
O -0.650 3.866 0.112
O 0.636 3.347 -1.810
O -0.721 1.185 0.872
O -0.263 0.950 -3.401
O -1.990 0.112 -1.442
C 2.276 -4.037 1.625
C -0.852 -3.109 1.804
N -0.704 -4.225 2.528
N 1.684 -2.844 1.612
C -0.151 5.207 0.211
C 3.680 -4.092 2.177
C -1.758 -4.831 3.339
C 0.359 -2.546 1.042
C 0.072 3.766 -4.107
C 0.296 2.952 -0.472
C -0.461 3.331 -2.742
C -0.303 1.536 -0.458
C -1.125 1.937 -2.813
C -1.511 1.466 -1.403
H -1.192 1.948 1.262
H -0.644 0.070 -3.221
H -2.060 -0.226 -0.526
H 0.172 -4.723 2.422
H 2.211 -2.065 1.970
H 0.011 5.641 -0.781
H 0.795 5.228 0.761
H -0.874 5.832 0.744
H 4.347 -3.535 1.522
H 3.696 -3.663 3.177
H 4.002 -5.131 2.223
H -1.349 -5.650 3.933
H -2.189 -4.081 4.005
H -2.546 -5.214 2.688
H 0.236 -1.465 0.975
H 0.321 -2.952 0.031
H -0.729 3.756 -4.851
H 0.867 3.091 -4.441
H 0.480 4.778 -4.046
H 1.211 2.942 0.129
H -1.218 4.056 -2.425
H 0.461 0.829 -0.798
H -2.035 2.011 -3.417
H -2.301 2.122 -1.021
```

The calculated total energy comes out at -1107.86201 Eh. The HOMO energy comes out at -9.339 eV. Its molecular weight is 308.33 g mol⁻¹. As for the SMILES: CO[C@@H]1O[C@@H](C)[C@@H](O)[C@@H](O)[C@@H]1O.CNC(=O)CNC(C)=O. For the energy relative to the best compared isomer or geometry (same formula, charge and spin), the calculation gives 0.00 kcal/mol.



Entry from OMol25: 2 unconnected molecules or ions with the total composition C12H24N3O4S2 (ωB97M-V/def2-TZVPD).

The geometry in XYZ format:
```
45
Properties=species:S:1:pos:R:3
O -4.231 1.863 -2.273
O -3.159 0.980 -2.023
C -2.583 1.236 -0.683
N -1.176 1.522 -0.701
C -0.415 0.347 -0.268
C -0.471 0.100 1.299
C 0.502 -1.090 1.738
S 1.907 -0.525 2.777
C 3.265 -0.011 1.657
S 3.625 -0.910 0.296
N 3.971 1.177 2.076
C 3.913 2.258 1.078
C 5.260 2.393 0.280
O 6.380 2.701 1.114
C 6.243 2.174 2.432
C 5.339 0.898 2.545
H -4.916 1.650 -1.614
H -2.775 0.321 -0.045
H -3.194 2.067 -0.226
H -0.747 -0.574 -0.840
H 0.664 0.557 -0.511
H -0.185 1.012 1.876
H -1.525 -0.171 1.554
H -0.105 -1.777 2.384
H 0.837 -1.665 0.838
H 3.066 2.178 0.361
H 3.775 3.222 1.640
H 5.206 3.198 -0.496
H 5.399 1.432 -0.279
H 7.279 1.941 2.786
H 5.812 2.935 3.142
H 5.265 0.638 3.636
H 5.841 0.032 2.049
C -6.010 -2.948 -1.349
C -4.560 -3.341 -1.471
O -4.017 -4.081 -0.662
N -3.861 -2.843 -2.522
C -4.329 -1.962 -3.575
H -6.435 -3.420 -0.466
H -6.098 -1.866 -1.242
H -6.566 -3.285 -2.226
H -2.899 -3.144 -2.541
H -4.188 -2.466 -4.534
H -3.727 -1.051 -3.556
H -5.377 -1.703 -3.454
```

The calculated total energy comes out at -1733.05736 Eh. The HOMO energy comes out at -2.497 eV. Its molecular weight is 338.47 g mol⁻¹. Its total charge is -1.



Entry from OMol25: 4 unconnected molecules or ions with the total composition C12H24O10S2 (ωB97M-V/def2-TZVPD).

The geometry in XYZ format:
```
48
Properties=species:S:1:pos:R:3
C -1.607 4.364 1.315
C -0.545 5.402 1.106
C -0.585 5.646 -0.399
O -1.940 5.181 -0.697
C -2.694 4.653 0.290
H -2.014 4.542 2.310
H -1.183 3.381 1.112
H 0.436 5.228 1.548
H -0.910 6.324 1.558
H 0.073 4.928 -0.889
H -0.494 6.707 -0.627
H -3.120 3.696 -0.013
H -3.478 5.351 0.581
C 3.263 -1.338 2.731
C 1.795 -0.722 2.323
C 1.096 -1.846 1.563
O 1.963 -2.979 1.791
C 2.969 -2.825 2.728
H 3.547 -1.005 3.730
H 4.082 -1.177 2.030
H 1.984 0.167 1.720
H 1.143 -0.380 3.127
H 1.072 -1.583 0.506
H 0.119 -2.168 1.923
H 3.868 -3.389 2.480
H 2.532 -3.154 3.671
C 1.823 -4.676 -2.700
C 1.043 -4.155 -1.529
O 0.864 -2.766 -1.905
S 0.737 -2.445 -3.521
O 1.696 -1.483 -4.037
O -0.660 -2.277 -3.931
O 1.314 -4.019 -3.837
H 1.335 -5.617 -2.954
H 2.905 -4.709 -2.571
H 1.689 -4.234 -0.655
H 0.140 -4.709 -1.272
C -3.015 -0.011 -1.678
C -2.099 -1.172 -1.285
O -1.828 -1.009 0.158
S -1.570 0.575 0.492
O -0.242 0.976 0.004
O -2.018 0.946 1.827
O -2.797 0.923 -0.631
H -4.054 -0.304 -1.530
H -2.720 0.427 -2.632
H -1.191 -1.214 -1.886
H -2.725 -2.050 -1.444
```

Its spin multiplicity is 2. The calculated total energy comes out at -2019.88287 Eh. The HOMO energy (spin up / spin down) comes out at -10.907 / -10.907 eV. Its molecular weight is 392.45 g mol⁻¹. Its total charge is +1. For the energy relative to the best compared isomer or geometry (same formula, charge and spin), the calculation gives 0.00 kcal/mol.



Entry from OMol25: C12H24O2 in the gas phase (ωB97M-V/def2-TZVPD).

The geometry in XYZ format:
```
38
Properties=species:S:1:pos:R:3
C 4.714 -0.355 1.670
C 3.286 -0.474 2.287
C 2.405 -1.479 1.419
C 2.126 -1.030 0.125
C 1.321 0.383 0.174
C 0.969 0.583 -1.239
C 0.150 -0.524 -1.960
C -1.133 -0.761 -1.556
C -2.089 0.350 -1.302
C -3.532 -0.178 -0.661
C -4.424 0.815 -0.593
C -3.916 1.799 0.629
O -3.339 1.607 1.781
O -4.592 2.953 0.598
H -4.250 3.655 1.406
H -4.560 1.456 -1.211
H -5.510 0.559 -0.010
H -3.307 -0.807 0.325
H -4.030 -0.870 -1.539
H -1.747 0.866 -0.529
H -2.271 0.893 -2.212
H -0.910 -1.557 -0.558
H -1.678 -1.688 -2.227
H -0.110 -0.146 -3.093
H 0.803 -1.148 -2.594
H 1.777 0.835 -1.933
H 0.368 1.625 -1.120
H 0.366 -0.027 0.492
H 1.878 0.893 0.630
H 1.575 -1.946 -0.291
H 3.078 -0.911 -0.599
H 3.140 -2.358 1.452
H 1.595 -1.696 2.071
H 2.942 0.495 2.517
H 3.618 -0.909 3.370
H 4.630 0.105 0.510
H 5.324 -1.089 1.405
H 5.336 0.084 2.366
```

The calculated total energy comes out at -621.72313 Eh. The HOMO energy comes out at -9.316 eV. Its molecular weight is 200.32 g mol⁻¹. As for the SMILES: CCCCCCCCCCCC(=O)O. For the energy relative to the best compared isomer or geometry (same formula, charge and spin), the calculation gives 266.36 kcal/mol.



Entry from OMol25: 4 unconnected molecules or ions with the total composition C12H24O4 (ωB97M-V/def2-TZVPD).

The geometry in XYZ format:
```
40
Properties=species:S:1:pos:R:3
C -0.402 1.007 2.620
C -1.753 1.481 3.056
O -2.095 1.555 4.247
C -2.746 1.797 1.910
H -0.058 1.595 1.769
H -0.605 -0.005 2.270
H 0.431 0.940 3.320
H -2.940 2.862 1.775
H -3.702 1.295 2.056
H -2.450 1.385 0.945
C -4.993 4.405 -6.169
C -3.655 4.407 -5.469
O -2.771 5.269 -5.707
C -3.302 3.337 -4.442
H -4.887 4.051 -7.195
H -5.607 5.305 -6.132
H -5.662 3.627 -5.802
H -3.902 3.435 -3.538
H -2.249 3.313 -4.160
H -3.568 2.299 -4.644
C 4.592 -5.380 5.330
C 3.271 -4.919 4.924
O 2.535 -5.563 4.145
C 2.865 -3.659 5.533
H 5.065 -5.923 4.512
H 4.555 -5.983 6.237
H 5.274 -4.598 5.665
H 1.952 -3.289 5.066
H 3.651 -2.935 5.318
H 2.585 -3.857 6.567
C 2.540 0.438 -2.429
C 1.453 -0.588 -2.194
O 0.355 -0.382 -1.823
C 1.857 -2.037 -2.546
H 3.081 0.433 -3.376
H 3.249 0.421 -1.602
H 2.098 1.419 -2.257
H 0.987 -2.686 -2.643
H 2.473 -2.349 -1.702
H 2.477 -1.921 -3.435
```

The calculated total energy comes out at -772.52725 Eh. The HOMO energy comes out at -9.605 eV. Its molecular weight is 232.32 g mol⁻¹. As for the SMILES: CC(C)=O.CC(C)=O.CC(C)=O.CC(C)=O. For the energy relative to the best compared isomer or geometry (same formula, charge and spin), the calculation gives 33.14 kcal/mol.



Entry from OMol25: C12H24O4 in the gas phase (ωB97M-V/def2-TZVPD).

The geometry in XYZ format:
```
40
Properties=species:S:1:pos:R:3
C 2.460 -0.185 0.039
C 1.480 0.879 -0.439
C 0.377 1.259 0.647
C -0.473 2.473 -0.163
C -2.109 2.587 0.023
C -2.330 1.073 0.504
C -2.379 0.040 -0.696
C -2.663 -1.429 -0.323
C -1.799 -2.141 0.859
C -0.218 -2.087 0.735
C 0.336 -1.851 -0.661
C 1.853 -1.541 -0.608
H 4.007 0.427 1.737
H 1.991 1.933 -0.867
H 0.818 0.494 -1.421
H -0.202 0.268 0.645
H 0.657 1.658 1.617
H -0.491 2.517 -1.313
H 0.047 3.387 0.063
H -2.382 3.372 0.769
H -2.745 2.906 -0.870
H -3.317 1.097 0.930
H -1.536 0.859 1.207
H -3.188 0.552 -1.454
H -1.326 0.298 -1.246
H -2.421 -2.076 -1.237
H -3.687 -1.499 -0.218
H -2.214 -3.277 0.802
H -2.157 -1.797 1.852
H 0.159 -3.049 1.163
H 0.026 -1.358 1.526
H 0.423 -2.742 -1.230
H -0.206 -1.057 -1.162
H 2.592 -2.340 -0.051
H 2.325 -1.637 -1.633
H 4.418 1.342 -1.444
O 3.144 0.796 1.919
O 2.367 -0.324 1.521
O 3.961 -0.132 -0.153
O 4.401 0.306 -1.374
```

The calculated total energy comes out at -772.19607 Eh. The HOMO energy comes out at -9.915 eV. Its molecular weight is 232.32 g mol⁻¹. As for the SMILES: OOC1(OO)CCCCCCCCCCC1. For the energy relative to the best compared isomer or geometry (same formula, charge and spin), the calculation gives 240.96 kcal/mol.



Entry from OMol25: 4 unconnected molecules or ions with the total composition C12H24O4 (ωB97M-V/def2-TZVPD).

The geometry in XYZ format:
```
40
Properties=species:S:1:pos:R:3
C -16.884 6.251 -10.935
C -18.374 6.211 -11.098
O -19.128 6.321 -10.169
C -18.846 5.989 -12.528
H -16.271 6.725 -11.696
H -16.642 5.175 -11.001
H -16.573 6.557 -9.939
H -19.912 6.163 -12.625
H -18.500 4.976 -12.735
H -18.352 6.773 -13.103
C -17.743 0.638 -15.085
C -16.820 0.825 -13.908
O -15.652 0.525 -13.975
C -17.378 1.433 -12.637
H -18.029 1.625 -15.452
H -18.630 0.024 -14.946
H -17.118 0.157 -15.841
H -17.901 2.347 -12.919
H -16.550 1.613 -11.958
H -18.042 0.694 -12.184
C -12.031 5.617 -11.288
C -12.868 6.051 -10.096
O -13.224 7.193 -9.935
C -13.356 4.964 -9.166
H -10.991 5.883 -11.094
H -12.366 6.198 -12.146
H -12.126 4.552 -11.472
H -12.582 4.667 -8.458
H -13.556 4.070 -9.763
H -14.284 5.275 -8.696
C -23.130 6.342 -11.743
C -22.793 7.786 -11.421
O -21.669 8.211 -11.491
C -23.970 8.699 -11.177
H -23.569 5.859 -10.870
H -22.284 5.763 -12.106
H -23.843 6.376 -12.572
H -24.598 8.770 -12.071
H -23.615 9.719 -11.026
H -24.619 8.395 -10.358
```

The calculated total energy comes out at -772.55868 Eh. The HOMO energy comes out at -9.302 eV. Its molecular weight is 232.32 g mol⁻¹. As for the SMILES: CC(C)=O.CC(C)=O.CC(C)=O.CC(C)=O. For the energy relative to the best compared isomer or geometry (same formula, charge and spin), the calculation gives 13.42 kcal/mol.



Entry from OMol25: a molecular structure, C12H25BeN3OP2 (ωB97M-V/def2-TZVPD).

The geometry in XYZ format:
```
44
Properties=species:S:1:pos:R:3
Be -0.133 -0.024 -0.273
P 0.987 2.250 -0.669
P 2.412 -1.707 0.376
N -1.610 0.845 -0.710
N -0.746 -1.562 -0.391
H -3.132 0.008 -1.784
H -2.773 -2.002 0.148
H -3.352 0.111 0.001
C -2.633 -0.110 -0.808
H -2.429 -2.075 -1.592
C -2.184 -1.550 -0.656
H -2.868 2.613 -1.344
H -0.837 -3.656 -0.248
C -1.910 1.946 -1.533
C -0.181 -2.757 -0.171
H -0.993 3.381 -0.299
C -0.633 2.923 -1.207
H -0.376 3.755 -1.863
H 3.396 -2.323 -0.479
H 2.896 -2.356 1.547
H 2.106 2.903 -1.227
H 1.130 2.286 0.723
O 1.162 0.691 -1.088
C 1.804 0.315 -2.792
C 1.786 1.563 -3.503
C 1.343 -1.022 -3.055
H -2.350 1.746 -2.533
H 0.992 2.309 -3.222
H 2.745 2.017 -3.380
H 1.563 1.514 -4.577
H 0.422 -1.387 -2.539
H 1.056 -1.301 -4.092
H 2.172 -1.659 -2.694
C 1.170 -2.998 0.074
H 1.481 -4.063 0.137
C -0.749 -0.465 4.849
C 0.355 0.269 4.061
C 0.217 0.164 2.616
N 0.111 0.161 1.460
H -1.730 -0.045 4.595
H -0.634 -0.385 5.937
H -0.747 -1.534 4.601
H 0.353 1.337 4.317
H 1.344 -0.126 4.332
```

Its spin multiplicity is 2. The calculated total energy comes out at -1408.81613 Eh. The HOMO energy (spin up / spin down) comes out at -9.299 / -9.284 eV. Its molecular weight is 298.31 g mol⁻¹. Its total charge is +1.